1.
{"formula": "C7H12N3O2", "method": "the ωB97M-V functional and the def2-TZVPD basis", "elements": ["C", "C", "O", "N", "N", "C", "C", "N", "C", "O", "C", "C", "H", "H", "H", "H", "H", "H", "H", "H", "H", "H", "H", "H"], "coordinates": [[-2.4069, 2.2215, 0.1774], [-1.8753, 0.9076, -0.1043], [-2.7873, 0.1330, -0.7924], [-0.7406, 0.5627, 0.3658], [-0.2402, -0.7702, 0.1624], [0.6043, -1.1924, 1.3045], [1.9938, -0.5683, 1.2267], [2.0389, 0.4212, 0.0444], [1.8506, 1.6572, -0.0158], [1.8549, 2.7436, -0.2570], [1.6659, -0.1871, -1.2118], [0.3574, -0.9019, -1.1611], [-3.2408, 2.2244, 0.9170], [-2.9370, 2.4338, -0.7373], [-1.6186, 2.8420, 0.4187], [-2.3826, -0.7877, -0.8302], [0.5521, -2.2436, 1.1547], [0.1325, -0.8943, 2.2905], [2.2640, 0.1073, 2.0246], [2.7885, -1.2861, 0.9592], [2.5143, -0.8942, -1.3679], [1.9044, 0.5962, -1.9576], [-0.3213, -0.5752, -1.8640], [0.4214, -2.0470, -1.3446]], "total_energy_ev": -16009.137, "e_lumo_ev": -4.143, "e_homo_ev": -12.47, "homo_lumo_gap_ha": 0.3059, "charge": 1, "smiles": "C/C(O)=N/N1CC[N+](=C=O)CC1"}

2.
{"formula": "C11H7N4O5Ru", "method": "the ωB97M-V functional and the def2-TZVPD basis", "elements": ["Ru", "O", "C", "O", "C", "C", "C", "C", "C", "N", "C", "O", "O", "H", "H", "H", "H", "H", "N", "C", "O", "C", "C", "N", "C", "N", "H", "H"], "coordinates": [[7.8030, 9.8394, 6.9938], [4.8985, 7.0872, 8.2538], [6.0252, 7.8843, 7.9741], [5.9418, 8.9102, 7.2051], [7.2869, 7.4281, 8.4782], [7.5780, 6.2852, 9.2324], [8.9430, 6.0895, 9.5479], [9.9326, 6.9762, 9.1650], [9.5553, 8.0839, 8.4236], [8.2614, 8.2996, 8.0978], [10.4827, 9.0998, 7.7962], [11.7559, 8.9215, 7.9057], [9.9058, 10.0355, 7.1786], [4.1720, 7.6475, 7.8750], [6.8259, 5.5440, 9.4653], [9.2227, 5.2418, 10.1785], [10.9744, 6.8062, 9.5062], [11.8964, 8.0164, 8.2967], [7.0123, 13.0978, 4.4079], [7.1733, 12.3110, 5.4566], [7.5131, 11.1054, 5.3019], [6.9495, 12.8983, 6.7644], [6.4675, 14.1828, 6.7802], [6.1155, 15.3190, 6.7207], [7.0899, 12.0943, 7.8806], [7.2304, 11.3153, 8.7521], [7.0838, 12.6127, 3.5231], [6.5971, 14.0114, 4.4030]], "total_energy_ev": -30264.433, "s_squared": 6.3707, "e_lumo_ev": [-15.117, -15.335], "e_homo_ev": [-18.99, -19.94], "homo_lumo_gap_ha": [0.1425, 0.1693], "charge": 3, "spin_multiplicity": 5}

3.
{"formula": "C26H49N2O7Y", "method": "the ωB97M-V functional and the def2-TZVPD basis", "elements": ["Y", "C", "C", "O", "C", "C", "O", "C", "C", "O", "C", "C", "O", "C", "C", "O", "C", "C", "O", "H", "H", "H", "H", "H", "H", "H", "H", "H", "H", "H", "H", "H", "H", "H", "H", "H", "H", "H", "H", "H", "H", "H", "H", "N", "C", "C", "N", "H", "H", "H", "H", "H", "H", "H", "H", "C", "C", "C", "C", "C", "C", "C", "C", "C", "C", "C", "C", "O", "H", "H", "H", "H", "H", "H", "H", "H", "H", "H", "H", "H", "H", "H", "H", "H", "H"], "coordinates": [[0.4019, 0.4831, -0.3107], [0.8319, 3.6675, -1.9523], [2.0691, 2.9246, -2.3966], [2.4374, 1.9613, -1.4065], [3.6108, 1.2528, -1.8179], [3.6934, -0.0451, -1.0411], [2.4625, -0.7745, -1.0751], [2.2993, -1.6702, -2.1831], [1.7414, -0.9613, -3.4046], [0.8017, 0.0090, -2.9334], [-0.2459, 0.3163, -3.8620], [-1.5206, -0.3313, -3.3697], [-1.6446, 0.0575, -2.0027], [-2.9933, 0.1823, -1.5586], [-2.9361, 0.5742, -0.0943], [-1.8863, 1.5294, 0.1365], [-2.1779, 2.8644, -0.2734], [-1.5077, 3.1952, -1.5974], [-0.1557, 2.7102, -1.5641], [0.4743, 4.2717, -2.7875], [1.0455, 4.3410, -1.1161], [2.8854, 3.6330, -2.5568], [1.8694, 2.4014, -3.3362], [4.5011, 1.8573, -1.6283], [3.5553, 1.0623, -2.8921], [3.8955, 0.1657, 0.0074], [4.5088, -0.6610, -1.4225], [1.5830, -2.4118, -1.8424], [3.2407, -2.1720, -2.4097], [1.2523, -1.7011, -4.0414], [2.5104, -0.4623, -3.9992], [0.0125, -0.0137, -4.8679], [-0.3594, 1.4009, -3.8674], [-1.4728, -1.4217, -3.4367], [-2.3763, 0.0174, -3.9516], [-3.5320, -0.7612, -1.6727], [-3.5027, 0.9422, -2.1624], [-2.6787, -0.2847, 0.5163], [-3.8931, 0.9801, 0.2348], [-1.7979, 3.5227, 0.5105], [-3.2542, 3.0274, -0.3405], [-1.5241, 4.2746, -1.7511], [-2.0176, 2.7185, -2.4363], [0.9423, 2.5009, 1.1338], [1.5562, 2.2728, 2.4609], [2.5811, 1.1613, 2.3461], [1.9447, 0.0120, 1.6802], [1.6186, 2.9826, 0.5496], [0.1590, 3.1333, 1.2443], [2.0239, 3.1751, 2.8565], [0.7688, 1.9779, 3.1504], [2.9737, 0.9153, 3.3342], [3.4227, 1.5012, 1.7370], [1.2432, -0.3846, 2.3037], [2.6124, -0.7376, 1.5354], [1.1049, -3.8698, 0.1858], [-0.4207, -3.8891, 0.0448], [-0.9111, -3.3329, -1.2928], [-1.0415, -3.2496, 1.2732], [-1.6137, -4.1010, 2.2082], [-2.1224, -3.6346, 3.4079], [-2.0410, -2.2896, 3.6926], [-1.4813, -1.3846, 2.7951], [-1.4047, 0.0744, 3.2002], [-0.5226, 0.2511, 4.4434], [-2.7888, 0.6714, 3.4766], [-0.9856, -1.8633, 1.5628], [-0.4858, -0.9819, 0.6628], [1.5878, -4.3627, -0.6623], [1.4024, -4.4027, 1.0888], [1.4788, -2.8449, 0.2670], [-0.7220, -4.9385, 0.0639], [-0.6391, -2.2877, -1.4183], [-1.9994, -3.4014, -1.3543], [-0.4959, -3.9155, -2.1201], [-1.6578, -5.1608, 1.9873], [-2.5679, -4.3194, 4.1167], [-2.4275, -1.9283, 4.6382], [-0.9634, 0.6318, 2.3690], [-0.9412, -0.2899, 5.2910], [-0.4587, 1.3020, 4.7362], [0.4906, -0.1339, 4.2930], [-3.2455, 0.2001, 4.3468], [-3.4675, 0.5281, 2.6357], [-2.7129, 1.7412, 3.6856]], "total_energy_ev": -46103.733, "e_lumo_ev": -4.506, "e_homo_ev": -12.78, "homo_lumo_gap_ha": 0.3039, "charge": 2}

4.
{"formula": "C4H9NO2", "method": "the ωB97M-V functional and the def2-TZVPD basis", "elements": ["C", "N", "C", "O", "C", "C", "O", "H", "H", "H", "H", "H", "H", "H", "H", "H"], "coordinates": [[-3.0678, -0.3521, 0.4739], [-1.6577, -0.0630, 0.3092], [-0.8752, -1.0183, 0.1318], [0.4908, -0.8380, -0.0395], [0.9576, 0.3804, -0.2667], [2.3373, 0.7269, 0.1316], [2.8568, 1.7669, -0.4488], [-3.3996, 0.0497, 1.4354], [-3.6267, 0.1655, -0.3107], [-3.3085, -1.4242, 0.4329], [-1.1021, -2.0860, 0.0938], [1.5532, 0.8407, -2.1141], [0.2165, 1.1684, -0.3879], [1.8732, 0.9755, 1.1589], [2.9395, -0.1906, 0.3055], [2.1488, 1.3245, -1.8289]], "total_energy_ev": -9873.920, "e_lumo_ev": [-0.204, -0.204], "e_homo_ev": [-8.80, -8.80], "homo_lumo_gap_ha": [0.3159, 0.3159]}

5.
{"formula": "C4H8O3", "method": "the ωB97M-V functional and the def2-TZVPD basis", "elements": ["O", "C", "C", "O", "H", "H", "C", "O", "H", "H", "C", "H", "H", "H", "H"], "coordinates": [[1.2946, -1.9242, -0.0295], [1.5842, -0.7982, -0.2039], [1.9202, 0.4798, -0.2049], [2.9089, 0.9510, 0.6461], [1.5178, 1.1644, -0.9380], [2.7444, 0.5997, 1.5289], [-1.1711, -1.0692, -1.5094], [-0.3080, -0.3582, -1.9612], [-2.2128, -1.0244, -1.8758], [-0.9534, -1.8039, -0.7133], [-1.4681, 0.7584, 1.0500], [-1.2350, 1.1948, 2.0246], [-2.3037, 1.2956, 0.5927], [-1.7302, -0.2959, 1.1862], [-0.5879, 0.8304, 0.4076]], "total_energy_ev": -10417.354, "e_lumo_ev": 0.531, "e_homo_ev": -8.44, "homo_lumo_gap_ha": 0.3298, "smiles": "O=C=CO.C=O.C"}

6.
{"formula": "C3H4O", "method": "the ωB97M-V functional and the def2-TZVPD basis", "elements": ["C", "C", "C", "O", "H", "H", "H", "H"], "coordinates": [[-1.5638, -0.7843, -0.9012], [-0.5213, -0.4500, -0.3426], [0.7986, -0.2191, 0.2737], [0.9270, 1.2100, 0.6029], [-2.5062, -1.1793, -1.2388], [0.8749, -0.7261, 1.2442], [1.7054, -0.3525, -0.2736], [0.2292, 1.2983, 1.2658]], "total_energy_ev": -5220.593, "e_lumo_ev": 0.864, "e_homo_ev": -10.33, "homo_lumo_gap_ha": 0.4114, "smiles": "C#CCO"}